i:
Here is the molecule C5H10O2 from the OMol25 dataset. Energies are from ωB97M-V with the def2-TZVPD basis set.

Each line ends with the Löwdin charge.
Positions of all 17 atoms, in Å:
C: 1.69686 0.28129 -0.66301  0.006
C: 0.79691 -0.68217 0.05244  -0.457
O: 1.09527 -1.83026 0.33689  0.073
C: -0.58974 -0.18866 0.45996  -0.538
C: -0.69607 1.26593 0.93870  -0.010
C: -1.10137 -0.55335 -0.96536  0.012
O: -1.03601 -1.03341 1.48040  -0.004
H: 1.24513 0.80943 -1.51155  0.098
H: 2.60187 -0.23078 -0.98116  0.092
H: 1.92965 1.02844 0.10026  0.093
H: 0.07779 1.44966 1.69454  0.089
H: -1.65742 1.45707 1.43128  0.090
H: -0.57614 2.00037 0.13548  0.082
H: -1.83245 -1.35811 -0.92868  0.101
H: -0.22293 -0.99760 -1.49854  0.093
H: -1.38993 0.30721 -1.56602  0.091
H: -0.34143 -1.72506 1.48438  0.089

- Total charge: 0
- HOMO: -9.7 eV
- SMILES string: CC(=O)C(C)(C)O
- Gap between HOMO and LUMO: 0.386 Ha
- Lowest unoccupied orbital energy: 0.82 eV

***

ii:
Here is a cluster of 2 separate species, C5H10O2 in total from the OMol25 dataset. Energies are from ωB97M-V with the def2-TZVPD basis set.

Each line ends with the Löwdin charge.
Positions of all 17 atoms, in Å:
C: 2.05561 -0.01054 -0.75772  -0.036
C: 0.85368 0.37905 0.09206  -0.342
O: 0.06872 1.32972 -0.62514  -0.111
C: -1.25013 1.36056 -0.06845  -0.163
C: -1.46139 -0.01742 0.61907  -0.164
C: -0.16961 -0.71457 0.39566  -0.298
O: 0.01886 -1.93844 -0.07682  0.021
H: 2.64919 0.88165 -0.97892  0.088
H: 1.74107 -0.43186 -1.72156  0.090
H: 2.70432 -0.72337 -0.23307  0.091
H: 1.20934 0.82195 1.04199  0.151
H: -1.95501 1.53204 -0.88992  0.119
H: -1.34022 2.19046 0.64913  0.117
H: -1.71012 0.11245 1.67330  0.098
H: -2.24371 -0.72588 0.25621  0.077
H: -1.98471 -2.24624 1.24506  0.161
H: 0.81076 -1.94616 -0.65054  0.102

- Total charge: 0
- HOMO (spin up / spin down): -6.8 / -9.7 eV
- Gap between HOMO and LUMO (spin up / spin down): 0.239 / 0.388 Ha
- Lowest unoccupied orbital energy (spin up / spin down): -0.31 / 0.87 eV

***

iii:
Here is the molecule C5H10O2 from the OMol25 dataset. Energies are from ωB97M-V with the def2-TZVPD basis set.

Each line ends with the Löwdin charge.
Positions of all 17 atoms, in Å:
C: -1.37558 -0.39609 -2.01894  -0.029
O: -0.28176 -0.21924 -1.35400  -0.098
C: 0.05971 0.82182 -0.63565  -0.127
C: -1.24098 -0.33307 1.33602  -0.107
O: 0.16256 -0.47439 1.38534  -0.151
C: 0.86752 0.47509 0.57046  -0.385
C: 2.22549 -0.14477 0.25971  -0.035
H: -1.64992 -0.51444 0.33117  0.062
H: -2.12467 0.38995 -2.02292  0.084
H: -1.44795 -1.32142 -2.56585  0.074
H: -0.64410 1.65418 -0.64270  0.124
H: -1.65387 -1.10407 1.98714  0.094
H: -1.57909 0.65548 1.68197  0.097
H: 1.00577 1.40999 1.14078  0.146
H: 2.87251 0.58988 -0.23211  0.083
H: 2.70801 -0.48174 1.18366  0.083
H: 2.09636 -1.00715 -0.40408  0.084

- Total charge: 0
- HOMO (spin up / spin down): -7.6 / -7.8 eV
- Gap between HOMO and LUMO (spin up / spin down): 0.298 / 0.306 Ha
- Lowest unoccupied orbital energy (spin up / spin down): 0.45 / 0.56 eV

***

Which structure is the least stable? The one labeled ii.

***

i:
Here is the molecule C5H10O2 from the OMol25 dataset. Energies are from ωB97M-V with the def2-TZVPD basis set.

Each line ends with the Löwdin charge.
Positions of all 17 atoms, in Å:
C: -0.40605 2.01668 -0.79461  -0.121
O: -0.26849 1.52646 0.51896  -0.236
C: -0.96339 0.30618 0.75852  -0.194
C: -0.37061 -0.72962 -0.16242  -0.172
C: 1.18443 -0.36416 -0.19573  -0.040
C: 0.72303 -1.71115 0.10867  -0.387
O: 0.98605 -2.21682 1.37286  0.011
H: -0.52329 1.23076 -1.55254  0.081
H: 0.49587 2.58193 -1.05853  0.095
H: -1.27954 2.67096 -0.83539  0.086
H: -0.79248 0.07864 1.81536  0.130
H: -2.04009 0.46986 0.59713  0.125
H: -0.97716 -0.96269 -1.05024  0.135
H: 1.66777 -0.05956 -1.11891  0.110
H: 1.55519 0.19150 0.67756  0.131
H: 0.83751 -2.38443 -0.73661  0.144
H: 0.17125 -2.64454 1.65590  0.101

- Total charge: 0
- HOMO: -9.3 eV
- SMILES string: COC[C@H]1C[C@H]1O
- Gap between HOMO and LUMO: 0.373 Ha
- Lowest unoccupied orbital energy: 0.85 eV

***

ii:
Here is the molecule C5H10O2 from the OMol25 dataset. Energies are from ωB97M-V with the def2-TZVPD basis set.

Each line ends with the Löwdin charge.
Positions of all 17 atoms, in Å:
C: 2.01848 1.13897 -0.43049  -0.097
O: 0.64426 0.92771 -0.20451  -0.155
C: 0.26474 -0.41018 -0.37615  -0.279
C: 0.44358 -1.28810 0.87405  -0.119
O: -0.97221 -1.35806 1.08158  -0.078
C: -1.23872 -0.63574 -0.13719  -0.317
C: -2.11875 0.57473 0.06980  -0.030
H: 2.62850 0.30052 -0.06227  0.092
H: 2.22625 1.27779 -1.50185  0.091
H: 2.30756 2.04373 0.11035  0.092
H: 0.66414 -0.81876 -1.31576  0.152
H: 0.95901 -0.77897 1.69929  0.127
H: 0.88615 -2.28032 0.71654  0.120
H: -1.68253 -1.31144 -0.88183  0.145
H: -2.31650 1.07186 -0.88648  0.087
H: -3.07317 0.25682 0.50169  0.085
H: -1.64078 1.28946 0.74321  0.084

- Total charge: 0
- HOMO: -9.7 eV
- SMILES string: CO[C@H]1CO[C@H]1C
- Gap between HOMO and LUMO: 0.394 Ha
- Lowest unoccupied orbital energy: 1.03 eV

***

iii:
Here is a cluster of 2 separate species, C5H10O2 in total from the OMol25 dataset. Energies are from ωB97M-V with the def2-TZVPD basis set.

Each line ends with the Löwdin charge.
Positions of all 17 atoms, in Å:
O: -1.50773 1.04702 -1.89819  -0.058
C: 0.11753 1.94335 0.93727  0.057
C: 0.14344 0.64305 0.65527  -0.396
C: 1.30807 -0.22336 0.23740  -0.114
C: 0.61219 -1.42404 -0.41157  -0.152
C: -0.69832 -1.47621 0.36881  -0.162
O: -1.00061 -0.11223 0.69310  -0.083
H: -1.80958 0.81130 -1.00951  0.020
H: -0.80299 2.42405 1.25209  0.070
H: 1.02306 2.53677 0.88815  0.064
H: -0.70539 1.54981 -1.71138  0.026
H: 1.87401 -0.53137 1.12513  0.125
H: 1.99413 0.30245 -0.43155  0.122
H: 1.18426 -2.35228 -0.33090  0.114
H: 0.40375 -1.21985 -1.46637  0.113
H: -0.59728 -2.04103 1.30452  0.125
H: -1.53853 -1.87742 -0.20226  0.127

- Total charge: 0
- HOMO: -9.0 eV
- SMILES string: C=C1CCCO1.O
- Gap between HOMO and LUMO: 0.362 Ha
- Lowest unoccupied orbital energy: 0.90 eV

***

Which structure is the least stable? The one labeled i.